Entry from the OMol25 dataset: a structure of composition C42H57BF3N8O3S4W in a non-equilibrium geometry (ωB97M-V/def2-TZVPD).

Calculated values
Energy relative to the best compared isomer or geometry (same formula, charge and spin): 39.3 kJ/mol
Net charge: +1
HOMO-LUMO gap (alpha / beta): 6.118 / 6.118 eV
Highest occupied orbital energy (alpha / beta): -10.41 / -10.41 eV
Spin multiplicity: 1

Last column: Löwdin charge in e.
Atoms and positions in Å:
C1 2.1356 2.6107 2.6287  -0.04
H1 2.2741 8.3205 0.4828  0.11
C2 -0.2114 -5.6465 -0.3752  -0.03
H2 1.8340 0.2925 4.1060  0.13
H3 5.3558 2.4083 -0.9185  0.11
H4 -6.8830 -0.3022 2.5579  0.09
C3 -5.3296 -1.2966 1.4125  -0.54
H5 1.5454 -2.9098 0.7597  0.07
H6 6.2274 1.0415 -0.1803  0.13
H7 2.7036 2.7631 1.7105  0.06
N1 -0.5248 -0.6253 1.9366  0.20
H8 -0.4968 -6.0586 -1.3377  0.08
B1 -1.1808 0.3034 -0.2892  -0.76
H9 -4.1944 -2.5908 0.1075  0.07
H10 -2.1003 -2.0379 3.9227  0.07
N2 -2.6561 0.7079 -0.0132  -0.03
H11 3.6257 -1.3452 -0.9600  0.07
C4 -3.1847 1.9196 -0.3125  -0.58
H12 -1.0904 -0.3914 5.3714  0.09
H13 -6.2277 1.3753 1.0474  0.12
H14 1.8277 -4.6123 1.1608  0.10
C5 2.3418 4.7759 -1.0343  -0.17
C6 1.4837 7.0204 -1.0263  -0.05
C7 6.2664 1.0688 -2.3447  -0.05
N3 -1.1267 -1.0775 -0.9355  -0.01
H15 -1.1806 -2.8783 2.6756  0.06
S1 -2.3495 3.0400 -1.2681  0.79
H16 0.6195 -0.5189 5.7945  0.08
H17 6.4416 0.0050 -2.4834  0.07
C8 0.3170 1.4708 1.3411  -0.59
H18 2.9881 -0.6574 -4.5000  0.10
H19 0.8213 7.7657 -1.4374  0.11
C9 -5.2372 -2.3819 0.3317  -0.03
O1 1.7902 0.9522 -3.9281  -0.16
C10 -4.5104 2.2064 0.1297  -0.23
H20 -5.0498 -2.6766 3.0524  0.09
C11 0.5144 -4.3039 -0.5199  -0.54
C12 -2.6542 -2.5417 -4.0307  -0.04
C13 0.1952 -0.6306 3.0265  -0.19
H21 5.3789 -1.1599 -0.7690  0.12
H22 3.2785 0.9263 -5.3017  0.10
W1 -0.2569 1.6548 -1.9557  1.29
H23 -7.3481 -0.6748 0.8884  0.09
H24 5.6449 1.4264 -3.1615  0.08
C14 2.2974 7.3324 0.0518  -0.06
C15 5.5822 1.3449 -1.0093  -0.19
C16 1.6565 -4.4227 -1.5389  -0.02
N4 3.1691 2.5523 -1.0915  0.13
C17 1.4956 5.7484 -1.5621  0.00
H25 -0.4740 -1.8463 6.1510  0.09
H26 -2.7453 -3.5719 -4.3540  0.09
N5 -3.3622 -0.2560 0.5562  0.19
H27 2.1570 -1.9717 4.4043  0.08
C18 3.1693 1.2465 -1.0552  -0.58
H28 2.1757 -3.4712 -1.6245  0.08
C19 1.1968 1.4725 2.4559  -0.24
S2 -2.2342 0.2705 -2.8840  0.90
F1 -2.1130 2.6039 -4.1707  -0.03
H29 0.8466 5.5002 -2.3867  0.11
C20 -1.8938 -2.4383 -2.7607  -0.24
H30 0.4459 -6.3654 0.1062  0.09
H31 1.4888 -3.0377 3.1739  0.06
H32 1.2821 -4.7017 -2.5200  0.09
C21 1.2913 -2.5670 4.1294  -0.02
C22 -4.5830 -1.7785 2.6588  -0.04
C23 3.1674 5.0971 0.0446  -0.03
S3 0.2312 2.8340 0.3349  0.84
C24 -1.1911 -2.5933 3.7215  -0.05
N6 -0.4529 -2.0824 -0.4171  0.18
H33 1.1660 -3.3433 4.8778  0.09
C25 -1.7580 -1.1873 -2.1309  -0.54
H34 2.3665 -5.1787 -1.2148  0.09
N7 -0.4244 0.3731 1.0751  -0.02
F2 -0.0448 2.5802 -4.7522  0.09
C26 -1.1903 -3.4754 -2.1957  0.09
H35 -5.7315 -2.0621 -0.5819  0.09
C27 0.0137 -1.7199 4.0597  -0.54
C28 3.1372 6.3655 0.5866  -0.06
H36 2.8172 2.4297 3.4526  0.09
C29 1.1551 0.3810 3.2740  0.07
H37 7.2227 1.5812 -2.3793  0.08
C30 -4.6125 -0.0727 0.8853  -0.19
C31 4.2474 -0.8627 1.0471  -0.06
O2 0.3915 -0.7787 -3.6999  -0.01
H38 -5.0358 3.7782 -1.1829  0.08
C32 2.2381 3.3876 -1.5172  -0.48
H39 -5.7131 -3.2934 0.6821  0.09
C33 -5.0863 3.5503 -0.1196  -0.06
H40 -3.6422 -2.1015 -3.9154  0.09
N8 4.3305 0.6138 -0.9028  -0.11
S4 1.7204 0.2619 -1.0299  0.89
H41 -6.1162 3.6032 0.2180  0.09
O3 1.2990 3.0664 -2.3079  -0.18
H42 3.7600 6.6024 1.4355  0.11
H43 -4.5922 -1.0155 3.4336  0.09
H44 1.5827 3.5312 2.8141  0.09
H45 3.8133 4.3395 0.4576  0.10
H46 -2.1391 -1.9705 -4.8016  0.09
H47 3.2767 -0.4715 1.3425  0.05
H48 1.8475 -0.0606 -5.7267  0.10
F3 -0.7664 4.0950 -3.4064  0.01
H49 4.3174 -1.9000 1.3581  0.08
H50 -1.1887 -3.4833 4.3421  0.10
C34 -6.7935 -1.0285 1.7543  -0.05
C35 -0.2417 -1.0697 5.4289  -0.03
H51 -4.5020 4.3134 0.3890  0.09
C36 4.4093 -0.7646 -0.4686  -0.23
H52 5.0230 -0.2942 1.5536  0.08
H53 -1.1878 -4.4445 -2.6633  0.13
C37 2.5267 0.2365 -4.9281  -0.02
C38 0.7113 0.3618 -3.4274  -0.70
H54 -7.2557 -1.9532 2.0894  0.09
H55 -3.5554 -1.9968 2.3902  0.05
H56 0.2859 -3.8518 1.5637  0.06
C39 1.0853 -3.8907 0.8322  -0.06
C40 -0.8527 2.7686 -3.6883  -0.77
H57 -1.1026 -5.5392 0.2396  0.09
C41 -0.4200 -3.2369 -1.0390  -0.19
C42 -5.2161 1.1959 0.7247  0.09